Record 1
C13H29AlBr3Cl7CsLiMgNbO6P2 as an isolated structure in a non-equilibrium geometry, computed with the ωB97M-V functional and the def2-TZVPD basis.

Structure (XYZ):
```
65
Properties=species:S:1:pos:R:3:forces:R:3
C -2.446 -2.923 0.882 0.093 -0.145 0.091
C -3.040 -3.302 -0.472 -0.552 0.297 0.212
C -2.836 -2.251 -1.577 0.651 0.154 0.517
Nb -0.832 -1.642 -2.268 -4.441 -2.724 0.607
C 0.292 -3.512 -1.641 0.898 0.291 -0.918
C -0.217 -4.818 -2.317 0.444 0.282 0.356
C 0.934 -5.694 -2.826 0.555 -0.736 1.392
O 0.711 -5.983 -4.295 -0.917 -0.251 -1.318
P -0.322 -0.392 -0.022 -0.358 -2.354 -0.696
O -1.525 0.495 0.249 0.725 -0.125 -0.196
P 1.418 -0.579 -3.075 0.295 0.646 -0.381
O 1.326 1.111 -2.927 0.099 -1.188 0.400
Cl 2.943 -1.066 -1.780 -0.266 -0.064 -0.882
H -1.389 -3.147 0.985 0.157 -0.019 -0.088
H -2.609 -1.871 1.099 -0.090 0.163 0.004
H -2.940 -3.457 1.718 0.211 0.392 0.084
H -2.763 -4.306 -0.807 0.387 -0.020 -0.089
H -4.130 -3.365 -0.316 -0.156 -0.022 -0.141
H -3.397 -1.365 -1.270 0.029 0.242 -0.067
H -3.349 -2.621 -2.474 0.191 0.112 -0.373
H -1.568 -0.048 -2.836 1.028 0.414 -0.148
H -1.045 -2.377 -3.933 1.028 0.401 -0.247
H 1.319 -3.384 -1.991 0.188 0.190 0.162
H 0.401 -3.646 -0.567 -0.117 0.022 0.173
H -0.925 -4.630 -3.122 -0.243 -0.103 -0.025
H -0.663 -5.412 -1.525 -0.574 -0.136 -0.225
H 1.918 -5.279 -2.657 0.183 0.287 -0.753
H 0.932 -6.654 -2.320 0.004 -0.293 -0.229
H -0.089 -6.533 -4.370 -0.580 0.461 0.414
H -0.090 -1.285 1.047 0.351 0.038 -0.001
H 0.878 0.421 -0.113 -0.916 -7.451 -0.569
H 0.400 1.392 -2.753 0.494 -0.410 -0.317
Mg -3.799 -5.277 1.258 -0.346 -0.570 0.170
Cl 3.390 0.462 0.661 0.100 0.346 0.223
Cs 0.862 2.072 0.189 0.984 10.699 2.091
C 2.192 3.783 7.699 0.262 0.204 -0.190
C 1.374 3.189 6.584 0.252 -0.030 0.374
C 1.929 1.911 5.995 -0.082 0.157 0.102
O 1.389 1.969 4.631 0.468 -0.206 0.828
C 1.212 3.324 4.324 -0.238 0.186 -0.296
O 0.982 3.700 3.225 -0.055 -0.184 -0.342
O 1.361 4.058 5.410 -0.037 -0.304 0.006
H 1.945 4.835 7.830 -0.139 -0.025 0.079
H 2.001 3.258 8.633 -0.059 -0.018 -0.006
H 3.259 3.725 7.481 0.003 -0.012 -0.026
H 0.337 3.060 6.899 -0.049 0.017 -0.138
H 1.592 1.024 6.517 -0.168 -0.092 -0.198
H 3.015 1.898 5.921 0.012 0.127 -0.046
Br 0.637 -0.146 4.162 -0.247 0.019 -0.410
Cl 1.541 -6.867 -5.572 0.795 0.297 0.734
Br -0.002 6.178 -6.192 -0.037 -0.026 0.084
C 1.677 6.083 -5.239 -0.294 0.063 -0.219
C 2.107 4.650 -5.070 0.142 0.263 0.045
Br 1.049 3.737 -3.667 0.588 0.870 -0.383
H 1.542 6.596 -4.293 0.091 -0.004 0.041
H 2.402 6.621 -5.846 0.088 -0.066 0.020
H 3.148 4.607 -4.741 -0.030 0.065 0.036
H 1.985 4.063 -5.973 -0.103 -0.019 0.004
Li 3.608 2.600 -3.084 -0.611 -0.017 0.388
C -4.636 2.752 3.125 -0.065 0.030 0.023
Cl -4.562 1.990 4.716 0.016 -0.024 0.028
Cl -4.052 4.411 3.237 0.030 0.023 0.001
Cl -3.609 1.847 1.997 0.099 -0.045 -0.044
Cl -6.296 2.744 2.542 -0.014 -0.009 -0.011
Al 3.125 -0.735 -5.085 -0.160 -0.065 0.285
```
Positions in Å, forces in eV/Å.

Its net charge is +3.

Mulliken population analysis, charges in e, atoms 1 to 2:
1. C -0.46
2. C -0.10


Record 2
A 7-piece molecular cluster, CH16O7 overall in a non-equilibrium geometry, computed with the ωB97M-V functional and the def2-TZVPD basis.

Structure (XYZ):
```
24
Properties=species:S:1:pos:R:3:forces:R:3
C -0.152 1.822 0.073 0.844 0.425 0.529
O 1.300 1.648 -0.003 -0.096 -0.279 0.200
H -0.442 2.367 -0.803 -0.468 -0.032 -0.449
H -0.584 0.831 0.126 -0.062 0.069 -0.123
H -0.422 2.421 0.952 0.060 -0.327 -0.120
H 1.769 2.304 0.515 -0.142 0.271 0.047
H 2.461 -1.027 1.544 -0.111 0.123 -0.083
H 1.624 0.085 0.819 0.095 0.406 -0.105
O 1.567 -0.713 1.369 0.015 -0.566 0.260
H -1.125 -1.655 3.040 -0.024 0.000 -0.030
H -0.095 -1.527 1.897 0.212 0.138 0.140
O -0.978 -1.858 2.112 0.350 -0.275 0.782
H 2.042 1.050 -1.578 0.067 -0.309 -0.238
H 2.296 0.719 -3.075 -0.010 0.040 0.041
O 2.458 0.404 -2.181 -0.004 0.089 0.082
H -1.737 -1.741 0.711 -0.090 -0.058 0.108
H -1.299 -1.470 -0.747 -0.089 -0.135 0.068
O -2.053 -1.415 -0.140 -0.538 0.446 -0.765
H -3.787 1.150 -0.732 -0.028 0.013 -0.050
H -2.598 0.380 -0.156 -0.110 -0.090 -0.529
O -2.834 1.205 -0.632 -0.068 0.024 0.387
H 1.176 -1.634 -1.760 0.024 0.251 -0.072
H 0.925 -1.589 -0.251 0.018 -0.015 -0.091
O 0.487 -1.757 -1.099 0.156 -0.210 0.012
```
Positions in Å, forces in eV/Å.

The SMILES is CO.O.O.O.O.O.O. For the energy relative to the best compared isomer or geometry (same formula, charge and spin), the calculation gives 9.3 kJ/mol.

Mulliken population analysis, charges in e, atoms 1 to 2:
1. C -0.05
2. O -0.62


Total energy: -13115.9264 -574.3743 (Eh)
Gap between HOMO and LUMO: 1.9101 10.3967 (eV)